# 1
{
  "formula": "C2H4N2OS",
  "method": "ωB97M-V with the def2-TZVPD basis set",
  "elements": ["C", "C", "H", "H", "H", "H", "N", "N", "O", "S"],
  "positions_angstrom": [[-0.902, 0.693, -0.156], [1.089, -0.878, 0.016], [1.494, 1.322, 1.099], [2.164, 0.797, -0.605], [-1.089, 1.837, -0.732], [0.433, -1.837, 0.081], [1.263, 1.359, 0.018], [0.368, 0.333, 0.191], [2.248, -0.899, -0.108], [-2.095, -0.354, 0.025]],
  "mulliken_charge": [-0.042, 0.132, 0.297, 0.369, 0.288, 0.278, -0.712, 0.154, -0.463, -0.300],
  "de_lowest_kcal_mol": 101.7,
  "smiles": "NN(C=O)C=S",
  "lumo_energy_ev": -0.304,
  "gap_ev": 8.75
}

***

# 2
{
  "formula": "C47H60BrF5N6O3RuSSiTe",
  "method": "ωB97M-V with the def2-TZVPD basis set",
  "elements": ["Ru", "C", "C", "C", "C", "C", "C", "C", "N", "C", "N", "C", "C", "C", "C", "C", "C", "C", "N", "C", "C", "C", "C", "C", "C", "C", "H", "H", "H", "H", "H", "H", "H", "H", "H", "H", "H", "H", "H", "H", "H", "H", "H", "H", "H", "H", "H", "H", "C", "C", "C", "C", "N", "C", "S", "N", "C", "C", "C", "C", "H", "H", "H", "H", "H", "H", "H", "H", "H", "H", "H", "H", "H", "H", "H", "H", "H", "H", "H", "H", "F", "Te", "F", "F", "F", "F", "O", "C", "Si", "C", "C", "N", "C", "C", "C", "C", "C", "C", "H", "H", "H", "H", "H", "H", "H", "H", "H", "H", "H", "H", "H", "H", "Br", "C", "C", "C", "C", "C", "C", "C", "O", "O", "H", "H", "H", "H"],
  "positions_angstrom": [[0.151, 1.730, 1.306], [-5.675, 2.400, -2.557], [-6.045, 1.240, -1.675], [-7.346, 0.759, -1.625], [-7.700, -0.302, -0.803], [-6.727, -0.917, -0.033], [-5.414, -0.470, -0.082], [-5.072, 0.620, -0.876], [-3.755, 1.099, -0.960], [-2.806, 1.300, 0.030], [-3.238, 1.108, 1.296], [-2.682, 1.519, 2.539], [-1.348, 1.852, 2.725], [-0.947, 2.304, 3.982], [-1.832, 2.361, 5.042], [-3.150, 1.974, 4.850], [-3.597, 1.559, 3.608], [-5.039, 1.161, 3.422], [-1.621, 1.714, -0.285], [-1.387, 2.020, -1.652], [-0.990, 1.029, -2.542], [-0.761, 1.334, -3.875], [-0.942, 2.634, -4.322], [-1.335, 3.624, -3.430], [-1.560, 3.343, -2.086], [-1.982, 4.407, -1.114], [-6.562, 2.822, -3.027], [-4.989, 2.103, -3.356], [-5.178, 3.188, -1.987], [-8.100, 1.240, -2.238], [-8.724, -0.648, -0.773], [-6.975, -1.763, 0.596], [-4.643, -0.999, 0.460], [-3.464, 1.445, -1.862], [-4.215, 0.876, 1.353], [0.075, 2.628, 4.137], [-1.496, 2.712, 6.009], [-3.854, 2.011, 5.674], [-5.583, 1.284, 4.357], [-5.143, 0.112, 3.123], [-5.547, 1.771, 2.667], [-0.829, 0.027, -2.167], [-0.426, 0.557, -4.552], [-0.761, 2.884, -5.361], [-1.460, 4.643, -3.775], [-1.989, 5.386, -1.593], [-1.310, 4.435, -0.255], [-2.986, 4.208, -0.725], [4.310, -3.522, -3.729], [4.936, -4.396, -2.643], [3.972, -4.762, -1.510], [3.926, -3.741, -0.372], [3.487, -2.414, -0.752], [2.238, -2.066, -1.154], [1.978, -0.580, -1.882], [1.256, -2.950, -0.908], [-0.157, -2.653, -1.113], [-0.641, -2.887, -2.543], [-1.014, -4.333, -2.862], [0.160, -5.306, -2.856], [5.044, -3.258, -4.491], [3.890, -2.597, -3.334], [3.497, -4.061, -4.223], [5.818, -3.899, -2.223], [5.303, -5.316, -3.105], [4.253, -5.723, -1.069], [2.969, -4.892, -1.925], [4.924, -3.623, 0.052], [3.303, -4.116, 0.448], [4.183, -1.741, -1.030], [1.471, -3.753, -0.342], [-0.323, -1.619, -0.808], [-0.714, -3.289, -0.420], [0.129, -2.526, -3.230], [-1.521, -2.257, -2.707], [-1.496, -4.361, -3.843], [-1.768, -4.673, -2.143], [0.936, -4.982, -3.554], [-0.159, -6.309, -3.145], [0.614, -5.379, -1.867], [3.567, 6.295, 2.935], [2.242, 5.095, 2.395], [1.063, 6.579, 2.113], [1.703, 5.262, 4.316], [3.948, 3.748, 2.417], [2.879, 5.529, 0.596], [0.182, 3.490, 1.213], [5.372, 1.476, 2.269], [3.494, 1.361, 2.312], [2.744, 1.582, 4.002], [3.330, -0.521, 1.973], [2.395, 1.923, 0.991], [2.798, 2.484, -0.154], [4.142, 2.903, -0.401], [4.505, 3.430, -1.615], [3.564, 3.587, -2.634], [2.236, 3.223, -2.415], [1.861, 2.696, -1.207], [5.713, 0.808, 3.066], [5.766, 2.474, 2.452], [5.771, 1.080, 1.333], [3.447, 1.114, 4.702], [1.813, 1.015, 4.076], [2.600, 2.611, 4.318], [3.084, -1.038, 2.904], [4.274, -0.924, 1.593], [2.557, -0.748, 1.238], [4.855, 2.862, 0.403], [5.525, 3.756, -1.769], [3.860, 4.013, -3.584], [1.494, 3.355, -3.192], [0.828, 2.426, -1.047], [-2.838, -2.165, 2.474], [-1.245, -3.178, 2.318], [-1.348, -4.558, 2.221], [-0.194, -5.321, 2.143], [1.048, -4.700, 2.197], [1.131, -3.320, 2.305], [-0.018, -2.533, 2.342], [0.136, -1.025, 2.440], [0.473, -0.553, 3.513], [-0.062, -0.388, 1.340], [-2.324, -5.024, 2.212], [-0.266, -6.399, 2.066], [1.954, -5.295, 2.168], [2.092, -2.824, 2.352]],
  "mulliken_charge": [-0.655, -1.380, 0.541, -0.707, -0.683, -0.778, -0.229, 0.605, 0.610, -0.089, 0.791, 0.225, 0.016, 0.133, -1.288, -0.880, 1.235, -1.461, 0.739, -1.752, 0.790, -0.690, -1.056, -1.163, 1.973, -1.277, 0.434, 0.302, 0.206, 0.382, 0.375, 0.441, 0.537, -0.071, -0.421, 0.479, 0.459, 0.335, 0.404, 0.239, 0.296, 0.130, 0.422, 0.378, 0.428, 0.528, -0.068, 0.129, -0.857, -0.724, 0.182, -0.851, 0.634, -1.311, -0.027, 1.107, 0.729, -0.608, -0.850, -0.860, 0.408, 0.192, 0.189, 0.297, 0.364, 0.550, -0.425, 0.685, -0.220, 0.481, -0.073, -1.381, 0.048, 0.343, 0.365, 0.449, 0.294, 0.119, 0.448, 0.098, -0.401, 1.934, -0.496, -0.575, -0.779, -0.540, -0.715, -1.735, 0.384, -0.857, -0.488, 1.490, -0.226, -0.345, -1.038, -0.844, -0.505, 0.403, 0.537, 0.365, 0.372, 0.410, 0.173, 0.245, 0.486, 0.444, -0.729, 0.480, 0.411, 0.382, 0.190, 0.673, -0.120, 0.777, -0.706, -0.773, -0.667, -0.203, -0.105, -0.350, -0.727, 1.435, 0.459, 0.401, 0.463, 0.302],
  "de_lowest_kcal_mol": 0.0,
  "spin_multiplicity": 6,
  "charge": -1,
  "lumo_energy_ev": [1.943, 0.878],
  "gap_ev": [7.27, 6.72],
  "s_squared": 8.814
}

***

# 3
{
  "formula": "C30H40CeN3O5PS4",
  "method": "ωB97M-V with the def2-TZVPD basis set",
  "elements": ["Ce", "O", "C", "C", "C", "N", "C", "C", "C", "O", "O", "C", "O", "O", "H", "H", "H", "S", "C", "S", "S", "C", "C", "C", "C", "C", "C", "P", "C", "C", "C", "C", "C", "C", "C", "C", "C", "C", "C", "C", "H", "H", "H", "H", "H", "H", "H", "H", "H", "H", "H", "H", "H", "H", "H", "H", "H", "H", "H", "H", "H", "H", "H", "H", "H", "H", "H", "H", "H", "H", "H", "H", "H", "S", "C", "N", "C", "C", "C", "N", "H", "H", "H", "H"],
  "positions_angstrom": [[-0.039, -1.146, 2.370], [-6.057, -0.335, 4.904], [-4.812, -0.577, 4.401], [-3.718, -0.850, 5.220], [-2.459, -1.064, 4.584], [-2.338, -0.948, 3.269], [-3.415, -0.734, 2.481], [-4.670, -0.451, 2.959], [-3.016, -0.628, 1.019], [-3.879, -0.260, 0.252], [-1.761, -0.857, 0.848], [-1.290, -1.386, 5.357], [-1.353, -1.561, 6.554], [-0.164, -1.580, 4.598], [-5.928, 0.119, 5.758], [-3.719, -0.879, 6.358], [-5.521, -0.343, 2.280], [2.958, 2.704, 2.046], [2.120, 1.336, 2.560], [2.785, -0.214, 2.588], [0.386, 1.508, 2.982], [-2.881, -0.587, -3.994], [-2.949, 0.867, -3.513], [-2.108, 1.095, -2.266], [-0.709, 0.366, -2.343], [-0.986, -1.142, -2.519], [-2.446, -1.524, -2.911], [0.408, 0.627, -0.835], [2.255, 0.199, -1.365], [2.714, 0.989, -2.605], [3.320, 0.015, -3.676], [4.502, -0.807, -3.094], [4.076, -1.585, -1.803], [2.572, -1.285, -1.434], [0.787, 2.510, -0.733], [0.739, 3.299, -2.013], [-0.164, 4.590, -1.956], [0.096, 5.416, -0.686], [0.041, 4.544, 0.527], [-0.276, 3.075, 0.251], [-2.045, -0.653, -4.750], [-3.847, -0.898, -4.439], [-4.002, 1.223, -3.310], [-2.559, 1.493, -4.331], [-2.613, 0.779, -1.333], [-1.881, 2.182, -2.122], [-0.175, 0.747, -3.234], [-0.863, -1.581, -1.507], [-0.256, -1.566, -3.206], [-3.044, -1.517, -1.975], [-2.339, -2.553, -3.284], [2.646, 0.609, -0.406], [3.490, 1.776, -2.319], [1.907, 1.551, -3.047], [3.710, 0.591, -4.566], [2.561, -0.661, -4.088], [5.310, -0.107, -2.814], [5.028, -1.421, -3.809], [4.758, -1.293, -0.981], [4.195, -2.712, -1.910], [2.241, -1.895, -0.528], [2.025, -1.679, -2.302], [1.800, 2.661, -0.315], [0.420, 2.648, -2.866], [1.730, 3.625, -2.350], [-1.202, 4.327, -2.090], [0.101, 5.199, -2.849], [-0.694, 6.207, -0.665], [1.013, 5.994, -0.853], [-0.705, 4.941, 1.224], [0.961, 4.514, 1.086], [-1.268, 2.903, -0.168], [-0.147, 2.505, 1.251], [-0.090, -3.595, 0.692], [0.948, -4.063, 1.942], [1.835, -5.211, 1.862], [2.670, -5.507, 2.910], [2.653, -4.762, 4.086], [1.738, -3.731, 4.156], [0.905, -3.421, 3.115], [1.724, -5.803, 1.037], [3.325, -6.400, 2.788], [3.409, -4.801, 4.827], [1.527, -3.165, 5.025]],
  "mulliken_charge": [0.161, -0.540, 0.825, -0.750, 0.599, 0.081, 0.055, -0.546, 0.236, -0.674, 0.181, 0.075, -0.678, -0.324, 0.334, 0.367, 0.508, -0.236, 0.353, -0.348, -0.359, -0.619, -0.808, 0.412, 0.327, -0.514, -0.713, 1.052, 0.338, -0.534, -1.078, -0.791, -0.717, 0.039, 0.554, -1.151, -0.926, -0.720, -0.544, 0.589, 0.296, 0.392, 0.373, 0.326, -0.382, -0.532, 0.853, -0.538, 0.392, 0.194, 0.449, 0.099, 0.276, 0.139, 0.452, 0.309, 0.297, 0.417, 0.327, 0.346, -0.516, 0.016, 0.117, 0.104, 0.459, 0.284, 0.508, 0.317, 0.345, 0.489, 0.108, 0.446, -1.323, -0.476, 0.385, -0.001, -0.075, -0.903, 0.039, -0.019, 0.294, 0.383, 0.444, 0.574],
  "de_lowest_kcal_mol": 0.0,
  "lumo_energy_ev": -2.226,
  "gap_ev": 5.07
}

***

# 4
{
  "formula": "C5H4LiNaO7",
  "method": "ωB97M-V with the def2-TZVPD basis set",
  "elements": ["O", "C", "O", "O", "O", "C", "C", "O", "C", "H", "H", "H", "H", "Na", "Li", "O", "O", "C"],
  "positions_angstrom": [[0.843, 1.928, 2.491], [0.380, 2.170, 1.356], [0.989, 2.608, 0.346], [0.201, 0.672, -1.989], [1.336, -1.245, -1.776], [1.034, -2.534, -1.217], [-0.336, -2.315, -0.569], [-0.427, -0.880, -0.509], [0.462, -0.337, -1.346], [1.023, -3.269, -2.026], [1.817, -2.777, -0.488], [-0.407, -2.713, 0.447], [-1.169, -2.689, -1.175], [-0.730, 1.372, 3.979], [-0.191, 2.373, -1.161], [-1.908, 2.317, 2.283], [-1.663, 2.748, 0.095], [-1.255, 2.570, 1.260]],
  "mulliken_charge": [-0.843, 0.500, -0.804, -0.668, -0.322, -0.286, -0.239, -0.297, 0.814, 0.249, 0.286, 0.253, 0.250, 0.995, 0.913, -0.812, -0.812, 0.822],
  "de_lowest_kcal_mol": 2.0,
  "lumo_energy_ev": -0.593,
  "gap_ev": 6.91
}

***

# 5
{
  "formula": "C10H25GaN3O6",
  "method": "ωB97M-V with the def2-TZVPD basis set",
  "elements": ["O", "N", "O", "Ga", "O", "C", "C", "C", "C", "O", "H", "H", "H", "H", "H", "H", "H", "H", "H", "H", "H", "C", "O", "N", "C", "C", "H", "H", "H", "H", "H", "H", "H", "C", "O", "N", "C", "C", "H", "H", "H", "H", "H", "H", "H"],
  "positions_angstrom": [[3.252, -1.615, 6.184], [3.145, -1.357, 5.013], [1.950, -1.577, 4.519], [1.152, -0.027, 3.584], [1.468, 1.478, 4.624], [1.948, 0.051, 1.737], [3.340, -0.570, 1.508], [4.528, 0.392, 1.677], [4.401, 1.347, 2.844], [5.560, 2.199, 2.846], [-0.416, -0.299, 3.606], [2.404, 1.616, 4.785], [1.931, 1.094, 1.397], [1.240, -0.505, 1.111], [3.391, -0.965, 0.488], [3.487, -1.417, 2.183], [4.700, 0.966, 0.760], [5.437, -0.193, 1.853], [4.356, 0.772, 3.776], [3.492, 1.949, 2.766], [5.535, 2.726, 3.649], [-0.784, -2.295, -1.174], [0.288, -2.600, -0.693], [-1.872, -1.909, -0.481], [-3.115, -1.586, -1.147], [-1.803, -1.812, 0.971], [-0.967, -2.316, -2.265], [-3.426, -0.563, -0.943], [-3.913, -2.264, -0.832], [-2.978, -1.693, -2.223], [-1.058, -1.086, 1.295], [-1.533, -2.775, 1.405], [-2.778, -1.504, 1.342], [-4.528, 1.030, -3.613], [-4.266, 1.080, -2.428], [-3.643, 1.326, -4.589], [-3.985, 1.253, -5.989], [-2.303, 1.729, -4.194], [-5.517, 0.727, -3.997], [-3.352, 0.533, -6.514], [-3.874, 2.225, -6.475], [-5.022, 0.935, -6.089], [-1.816, 0.944, -3.614], [-2.335, 2.625, -3.575], [-1.719, 1.928, -5.091]],
  "mulliken_charge": [-0.502, 0.206, -0.322, 0.534, -0.638, -0.158, -0.741, -0.633, -0.209, -0.556, -0.336, 0.258, 0.347, -0.133, 0.333, 0.321, 0.304, 0.266, 0.076, 0.373, 0.295, 0.081, -0.570, 0.196, -1.068, -0.876, 0.289, 0.450, 0.343, 0.260, 0.099, 0.316, 0.387, 0.095, -0.577, 0.119, -0.922, -0.881, 0.297, 0.341, 0.329, 0.286, 0.242, 0.298, 0.377],
  "charge": -1,
  "lumo_energy_ev": 1.899,
  "gap_ev": 6.79
}